1.
ORCA calculation (ωB97M-V/def2-TZVPD) on the molecule C5H7N3OS in a non-equilibrium geometry.

Orbital gap (alpha / beta) in eV: 5.51 / 7.23
Strongest force on any atom in eV/A: 3.97
Energy relative to the best compared isomer or geometry (same formula, charge and spin) in kcal/mol: 130.7
Lowest unoccupied orbital energy (alpha / beta) in eV: -0.83 / -0.07

```
! wB97M-V def2-TZVPD RIJCOSX def2/J DEFGRID3
* xyz 0 1
C -2.9178 1.0512 -0.4766
C -1.8656 1.8161 0.0109
C -1.4558 -0.3283 0.0929
C 0.7785 -1.9591 -0.0605
C 2.8178 -0.7896 -0.2576
N -2.6526 -0.2214 -0.5196
N -0.9051 0.9056 0.4104
N 0.2773 0.9568 0.9936
O 1.3692 -0.8752 -0.4853
S -0.8537 -1.8589 0.3676
H -3.8734 1.5470 -0.8864
H -1.7042 2.7879 0.2877
H 1.3279 -2.8966 -0.0235
H 2.8338 -0.2801 0.6210
H 3.0570 -0.1466 -1.1434
H 3.4007 -1.6557 -0.0790
H 0.3659 1.9470 1.1477
*
```

2.
ORCA calculation (ωB97M-V/def2-TZVPD) on a structure of composition C4H5LiO3Sr in a non-equilibrium geometry.

Expectation value of S²: 0.766
Orbital gap (alpha / beta) in eV: 5.73 / 5.46
Strongest force on any atom in eV/A: 3.69
Energy relative to the best compared isomer or geometry (same formula, charge and spin) in kcal/mol: 71.9
Lowest unoccupied orbital energy (alpha / beta) in eV: -4.96 / -5.19

```
! wB97M-V def2-TZVPD RIJCOSX def2/J DEFGRID3
* xyz 1 2
O 1.9666 -0.8639 -0.4733
Li 2.3448 -0.2403 1.4346
O 2.7117 -1.6972 0.4452
C 0.6397 -1.3106 -0.5225
C -0.3882 -0.2419 -0.5997
H -0.4415 -0.0359 -1.6952
H 0.5847 -1.9844 -1.3861
H 0.1208 -1.8704 0.3463
O -2.0610 2.0815 -0.3568
C -1.1272 1.9383 0.5251
C -0.3881 0.7503 0.5987
Sr -2.8659 0.3813 -1.2080
H -0.0567 0.3974 1.5767
H -1.0398 2.6959 1.3151
*
```

3.
ORCA calculation (ωB97M-V/def2-TZVPD) on a cluster of 2 separate species, C4H10N3 in total in a non-equilibrium geometry.

Orbital gap (alpha / beta) in eV: 7.96 / 7.04
Strongest force on any atom in eV/A: 4.72
Energy relative to the best compared isomer or geometry (same formula, charge and spin) in kcal/mol: 182.4
Lowest unoccupied orbital energy (alpha / beta) in eV: -6.34 / -7.22

```
! wB97M-V def2-TZVPD RIJCOSX def2/J DEFGRID3
* xyz 1 1
C -0.7884 -0.1698 -1.6239
C 1.3322 -0.5518 -0.7525
C -0.5610 -0.0774 0.8487
C -0.8082 0.7524 2.0963
N 0.2372 -1.1906 -1.4762
N -0.6363 0.5638 -0.4471
N 0.6462 0.2717 0.1198
H -0.5507 0.5557 -2.3640
H -1.6217 -0.8660 -1.6231
H 1.9808 -1.3608 -0.1755
H 1.9605 0.1066 -1.2612
H -0.7735 -1.1662 0.8301
H -0.0092 1.5277 2.3088
H -0.6878 0.0044 2.9147
H -1.7124 1.3785 1.8871
H 0.6091 -1.5547 -2.2825
H 1.3833 1.7764 1.0003
*
```

Among the records above, which one has the highest strongest force on any atom? C4H10N3